Below is a structure of composition C25H24AuFN6O4, with properties calculated with ωB97M-V/def2-TZVPD.

The geometry in XYZ format:
```
61
Properties=species:S:1:pos:R:3:nbo_charge:R:1
Au -0.02 0.36 0.58 1.473
C -0.91 0.94 -2.34 -0.220
C 0.49 1.53 -2.51 -0.460
C 1.71 1.08 -1.71 0.243
C 2.94 1.20 -2.35 -0.222
C 4.12 0.90 -1.69 -0.091
C 4.07 0.45 -0.39 -0.202
C 2.84 0.32 0.21 0.073
N 1.70 0.64 -0.44 -0.482
N -1.60 1.32 -1.09 -0.499
C -1.76 2.74 -0.87 -0.278
C -0.97 3.25 0.31 0.237
C -1.06 4.59 0.69 -0.225
C -0.32 5.05 1.76 -0.090
C 0.52 4.16 2.44 -0.226
C 0.56 2.86 2.02 0.058
N -0.17 2.42 0.97 -0.496
C -2.77 0.52 -0.76 -0.262
C -2.92 0.27 0.73 0.226
C -4.17 0.16 1.32 -0.222
C -4.28 -0.16 2.66 -0.087
C -3.12 -0.37 3.41 -0.229
C -1.90 -0.23 2.79 0.075
N -1.82 0.08 1.48 -0.489
H -0.86 -0.15 -2.38 0.225
H -1.49 1.26 -3.21 0.215
H 0.45 2.62 -2.44 0.236
H 0.75 1.34 -3.55 0.266
H 2.96 1.55 -3.37 0.248
H 5.07 1.00 -2.20 0.256
H 4.96 0.17 0.16 0.263
H 2.73 -0.06 1.22 0.245
H -2.81 3.00 -0.73 0.240
H -1.44 3.30 -1.75 0.242
H -1.72 5.25 0.14 0.252
H -0.38 6.08 2.06 0.258
H 1.11 4.48 3.28 0.263
H 1.19 2.12 2.52 0.231
H -2.67 -0.46 -1.24 0.251
H -3.70 0.96 -1.13 0.223
H -5.05 0.32 0.71 0.253
H -5.25 -0.25 3.13 0.257
H -3.16 -0.62 4.46 0.264
H -0.96 -0.38 3.30 0.259
F -0.77 -6.07 -2.09 -0.277
C 0.18 -5.26 -1.65 0.258
C 0.26 -4.91 -0.37 -0.032
N 1.27 -4.07 0.09 -0.414
C 1.25 -3.54 1.43 -0.318
C 0.82 -2.09 1.52 0.792
O 0.98 -1.42 2.53 -0.654
O 0.27 -1.61 0.43 -0.699
C 2.20 -3.51 -0.77 0.799
O 3.01 -2.69 -0.39 -0.660
N 2.12 -3.95 -2.07 -0.628
C 1.15 -4.78 -2.64 0.595
O 1.15 -5.03 -3.82 -0.516
H -0.44 -5.28 0.36 0.238
H 2.25 -3.58 1.86 0.273
H 0.60 -4.15 2.06 0.252
H 2.83 -3.60 -2.69 0.439
```

Highest occupied orbital energy (eV): -13.565
Total charge: +2
Energy above the lowest of the compared OMol25 structures with the same formula, charge and spin (kcal per mole): 0.00
Frontier orbital gap (eV): 6.42

---

Below is an isolated molecule of C5H8N4O, with properties calculated with ωB97M-V/def2-TZVPD.

The geometry in XYZ format:
```
18
Properties=species:S:1:pos:R:3:nbo_charge:R:1
C 2.35 0.33 0.76 -0.628
C 1.70 1.06 -0.43 -0.389
C 0.74 0.23 -1.28 -0.440
C -0.53 -0.17 -0.56 0.323
N -1.63 0.55 -0.81 -0.183
N -2.73 0.22 -0.17 -0.197
C -2.66 -0.80 0.67 0.548
O -3.76 -1.06 1.42 -0.670
N -1.57 -1.51 0.94 -0.193
N -0.47 -1.19 0.30 -0.188
H 2.21 0.88 1.69 0.212
H 1.95 -0.67 0.90 0.225
H 3.42 0.23 0.60 0.210
H 1.19 1.96 -0.08 0.206
H 2.49 1.41 -1.09 0.210
H 0.45 0.82 -2.15 0.233
H 1.22 -0.67 -1.65 0.225
H -4.35 -1.64 0.94 0.496
```

SMILES string: CCCc1nnc(O)nn1
Highest occupied orbital energy (eV): -9.512
Total charge: 0
Energy above the lowest of the compared OMol25 structures with the same formula, charge and spin (kcal per mole): 71.81
Frontier orbital gap (eV): 8.69

---

Below is a cluster of 2 separate species, CH5N2PS in total in a non-equilibrium geometry, with properties calculated with ωB97M-V/def2-TZVPD.

The geometry in XYZ format:
```
10
Properties=species:S:1:pos:R:3:nbo_charge:R:1
N -3.27 0.39 0.12 -0.682
C -2.73 1.48 0.10 0.250
S -1.59 2.55 -0.28 0.017
H -4.07 0.03 0.57 0.419
N -0.04 -0.19 0.33 -1.195
P 1.30 -0.64 -0.52 0.563
H 0.07 0.57 0.93 0.386
H -0.96 -0.68 0.43 0.401
H 0.50 -1.07 -1.86 -0.075
H 1.32 -1.98 -0.07 -0.084
```

SMILES string: N=C=S.NP
Highest occupied orbital energy (eV): -9.077
Total charge: 0
Energy above the lowest of the compared OMol25 structures with the same formula, charge and spin (kcal per mole): 28.96
Frontier orbital gap (eV): 9.10